C50H52N12OS3W as an isolated structure. Source: the Open Molecules 2025 dataset; level of theory: ωB97M-V with the def2-TZVPD basis set.

```
! wB97M-V def2-TZVPD RIJCOSX def2/J DEFGRID3
* xyz 0 1
W -0.21 -0.57 -0.60
C -0.20 -2.77 -1.48
C 1.07 -3.50 -1.37
C 2.01 -2.78 -2.09
C 1.29 -1.73 -2.76
C -0.09 -1.83 -2.57
C -1.08 -1.77 -3.74
C -0.65 -2.85 -4.74
C -2.50 -2.12 -3.27
C -1.04 -0.42 -4.46
C 3.54 -2.83 -2.22
C 4.26 -3.07 -0.89
C 3.98 -3.88 -3.27
C 4.05 -1.47 -2.73
C 1.12 -4.83 -0.61
C -0.19 -5.61 -0.83
C 1.30 -4.64 0.91
C 2.22 -5.78 -1.10
H -1.14 -3.28 -1.33
H 1.75 -1.04 -3.45
H -0.55 -3.82 -4.24
H 0.31 -2.60 -5.20
H -1.40 -2.96 -5.53
H -2.60 -3.19 -3.11
H -3.23 -1.83 -4.03
H -2.74 -1.63 -2.33
H -0.02 -0.18 -4.77
H -1.38 0.40 -3.83
H -1.66 -0.45 -5.36
H 3.84 -3.89 -0.31
H 4.20 -2.18 -0.26
H 5.32 -3.29 -1.07
H 3.97 -4.90 -2.89
H 5.00 -3.66 -3.60
H 3.33 -3.83 -4.15
H 3.67 -0.65 -2.12
H 3.77 -1.29 -3.77
H 5.14 -1.46 -2.68
H -1.05 -5.16 -0.32
H -0.08 -6.62 -0.44
H -0.43 -5.68 -1.90
H 0.54 -3.96 1.32
H 2.27 -4.21 1.14
H 1.21 -5.60 1.41
H 2.11 -5.98 -2.17
H 2.13 -6.73 -0.57
H 3.22 -5.40 -0.92
S 1.57 -1.36 0.59
C 1.81 -0.28 1.95
C 2.98 -0.37 2.70
C 3.20 0.49 3.77
C 4.44 0.40 4.51
N 5.43 0.33 5.09
C 2.22 1.43 4.11
C 1.05 1.50 3.39
C 0.84 0.65 2.30
S -0.62 0.72 1.34
C 2.43 2.34 5.21
N 2.59 3.07 6.09
H 3.74 -1.09 2.43
H 0.30 2.23 3.66
C -4.98 -1.24 2.42
N -3.88 -1.60 1.52
C -3.24 -0.84 0.65
N -2.16 -1.47 0.21
C -2.19 -2.65 0.90
N -3.21 -2.76 1.71
C -4.46 -0.52 3.64
C -4.42 -1.13 4.89
C -3.84 -0.47 5.97
C -3.27 0.78 5.80
C -3.31 1.39 4.55
C -3.92 0.74 3.49
C -2.64 2.66 4.30
N -1.91 3.40 5.06
N -1.44 4.44 4.26
C -1.93 4.25 3.08
O -2.71 3.14 3.04
C -1.72 4.96 1.83
C -0.91 6.09 1.76
C -0.68 6.69 0.53
C -1.23 6.15 -0.63
C -2.04 5.02 -0.56
C -2.64 4.42 -1.81
N -2.59 2.96 -1.78
C -1.60 2.20 -1.33
N -1.89 0.92 -1.51
C -3.13 0.97 -2.08
N -3.59 2.18 -2.26
C -2.29 4.44 0.67
H -5.48 -2.17 2.68
H -5.67 -0.61 1.86
H -3.56 0.15 0.37
H -1.43 -3.40 0.82
H -4.82 -2.13 5.02
H -3.80 -0.95 6.94
H -2.78 1.29 6.63
H -3.93 1.23 2.52
H -0.47 6.49 2.67
H -0.05 7.56 0.47
H -1.01 6.60 -1.59
H -2.11 4.77 -2.70
H -3.69 4.68 -1.93
H -0.73 2.59 -0.83
H -3.70 0.10 -2.38
H -2.90 3.55 0.74
C 4.27 4.95 -2.10
C 3.24 4.23 -1.28
C 2.84 4.70 -0.03
C 1.86 3.98 0.61
N 1.32 2.87 0.09
C 1.80 2.47 -1.09
S 1.22 1.00 -1.89
N 2.72 3.13 -1.81
H 4.74 5.76 -1.54
H 3.81 5.36 -2.99
H 5.03 4.24 -2.42
H 3.27 5.59 0.42
H 1.47 4.28 1.58
*
```

HOMO-LUMO gap (spin up / spin down), eV: 6.54 / 6.53
Highest occupied orbital energy (spin up / spin down), hartree: -0.26128 / -0.26083
Largest force on an atom, Eh/bohr: 0.0133
LUMO level (spin up / spin down), eV: -0.57 / -0.57